Here is a molecular structure, C39H55BBrInN8O6P from the OMol25 dataset. Energies are from the ωB97M-V functional and the def2-TZVPD basis.

Positions of all 112 atoms, in Å:
C  3.253384  -1.945422  -0.414778
O  2.588183  -0.684020  -0.581590
B  1.439491  -0.752696  -1.331554
O  1.557672  -1.228225  -2.646512
In  -0.643797  -0.178712  -0.563518
C  -1.981466  -1.898038  -0.164608
C  -1.364025  -3.269521  -0.499413
C  -0.989167  -4.053417  0.741928
C  -0.189807  -3.198120  1.667616
O  0.828389  -2.635380  1.336949
O  -0.652978  -3.064603  2.959143
C  -0.523221  1.092345  1.285267
C  0.821010  1.542499  1.536037
O  1.405997  2.464394  1.027801
Br  1.797481  0.460595  2.919053
P  -1.634578  1.434154  -2.320213
O  -2.470424  2.557356  -1.750365
H  4.175712  -1.966879  -0.980477
H  2.612790  -2.772214  -0.706119
H  3.457834  -2.064342  0.642264
H  1.137967  -0.579524  -3.213911
H  -2.853405  -1.780428  -0.800831
H  -2.372349  -1.881025  0.849874
H  -2.099292  -3.861689  -1.036663
H  -0.516909  -3.168670  -1.170459
H  -1.879395  -4.430660  1.232654
H  -0.376525  -4.921374  0.508969
H  -0.575050  -2.119402  3.139302
H  -1.131434  1.978255  1.132900
H  -0.903396  0.529620  2.126699
H  -0.528338  2.003279  -3.016969
H  -2.295326  0.720232  -3.360684
N  -4.907320  1.074221  -3.999075
C  -5.659975  1.936753  -4.739861
C  -6.537023  1.194945  -5.488999
C  -6.301185  -0.172529  -5.180973
C  -5.289133  -0.210391  -4.256745
H  -4.178628  1.344732  -3.358797
H  -5.508181  2.999834  -4.670733
H  -7.265250  1.588067  -6.178558
H  -6.813924  -1.027482  -5.589040
H  -4.811331  -1.039309  -3.763075
N  -1.641873  6.917619  -0.829967
C  -2.828743  7.549738  -0.567468
C  -3.806332  6.589502  -0.514329
C  -3.184479  5.330792  -0.751780
C  -1.851772  5.566662  -0.938673
H  -0.754787  7.371612  -0.933564
H  -2.874657  8.618730  -0.445992
H  -4.852788  6.769290  -0.330353
H  -3.652147  4.364066  -0.789091
H  -1.042081  4.888284  -1.143797
N  2.484317  6.678118  3.582733
C  1.703314  7.538191  2.846647
C  0.815685  6.782646  2.132332
C  1.062052  5.417329  2.448456
C  2.088804  5.383746  3.347176
H  3.218216  6.947683  4.210890
H  1.849264  8.604298  2.894281
H  0.066519  7.160519  1.457245
H  0.543100  4.560449  2.056368
H  2.572392  4.555696  3.835949
N  4.887606  8.309459  2.003321
C  5.751745  7.694677  1.142590
C  6.507372  8.665819  0.540317
C  6.081647  9.917267  1.062633
C  5.081759  9.662125  1.963559
H  4.209473  7.836179  2.577022
H  5.752689  6.624293  1.029693
H  7.276842  8.498431  -0.194041
H  6.463678  10.890693  0.804969
H  4.494211  10.325570  2.574942
N  2.614149  4.007927  -1.784490
C  2.685915  3.109284  -2.808550
C  2.912170  3.799845  -3.969469
C  2.984649  5.178540  -3.625921
C  2.796569  5.271673  -2.270290
H  2.448101  3.768745  -0.820314
H  2.571398  2.055725  -2.615567
H  3.012321  3.368361  -4.951125
H  3.152583  6.005244  -4.295734
H  2.777778  6.125313  -1.614466
N  3.981555  -6.202334  1.129270
C  2.743850  -5.699505  1.418311
C  1.887003  -6.757386  1.564736
C  2.643348  -7.944512  1.356426
C  3.932699  -7.567797  1.088932
H  4.801667  -5.648887  0.967925
H  2.578956  -4.636942  1.495218
H  0.837204  -6.691200  1.797187
H  2.282119  -8.959150  1.402875
H  4.811984  -8.150440  0.875846
N  -3.383319  -4.786507  3.674223
C  -4.621591  -4.265680  3.919720
C  -5.517141  -5.302434  3.950476
C  -4.785802  -6.497965  3.715348
C  -3.472266  -6.144206  3.550527
H  -2.533802  -4.251861  3.594296
H  -4.760597  -3.206430  4.049425
H  -6.576803  -5.213904  4.120923
H  -5.178127  -7.499981  3.671648
H  -2.597760  -6.741060  3.356062
N  0.409708  -9.804398  -0.677097
C  -0.812843  -9.686251  -1.275559
C  -1.400594  -10.923418  -1.279396
C  -0.494562  -11.823167  -0.655200
C  0.611789  -11.100700  -0.294266
H  1.062556  -9.052297  -0.538798
H  -1.159208  -8.736684  -1.644963
H  -2.371218  -11.157271  -1.682679
H  -0.639193  -12.877435  -0.489771
H  1.520653  -11.397552  0.200277

Force components x, y, z for each atom (eV/Å):
-0.05 0.41 0.05
-0.30 -0.85 0.33
-0.10 0.63 -0.35
0.58 0.05 0.30
0.34 -0.25 -0.06
0.12 0.09 -0.44
-0.38 0.31 -0.12
0.05 -0.46 0.40
1.27 0.45 0.03
-0.72 -0.30 0.12
-0.82 -0.07 -0.67
0.03 0.17 0.69
0.29 1.09 -0.95
-0.16 -0.90 0.55
0.05 -0.04 0.03
0.36 0.26 1.03
-0.51 -0.13 -0.26
0.23 -0.03 -0.20
-0.02 -0.16 -0.18
0.13 0.03 0.24
-0.48 -0.25 -0.27
-0.22 0.22 -0.08
-0.05 -0.01 0.26
-0.08 -0.26 -0.13
0.31 -0.02 0.00
-0.21 0.08 0.18
0.17 -0.13 -0.19
0.52 0.13 0.49
-0.21 0.11 -0.34
-0.12 -0.23 0.05
-0.09 -0.30 -0.40
0.24 0.06 -0.30
-0.02 -0.01 0.04
0.02 0.01 0.00
-0.01 -0.01 0.00
-0.02 -0.01 -0.01
0.04 0.02 0.00
-0.09 0.18 0.08
0.00 0.01 0.00
-0.01 0.01 -0.01
-0.01 -0.01 0.00
0.00 -0.01 0.00
-0.05 -0.04 0.07
0.01 0.00 -0.03
0.09 0.02 0.00
-0.18 0.15 0.10
0.10 0.05 -0.03
0.05 0.00 -0.04
-0.01 0.01 -0.01
-0.01 0.01 0.01
0.05 -0.07 -0.05
-0.03 -0.05 -0.04
0.00 0.03 0.00
0.04 -0.02 0.06
0.02 0.02 -0.02
-0.12 0.03 -0.03
0.11 0.03 -0.01
-0.11 -0.03 0.18
-0.02 0.01 0.00
-0.05 -0.02 0.02
0.01 -0.02 -0.04
0.01 -0.03 -0.03
0.07 0.02 0.12
-0.01 -0.02 0.01
0.01 0.01 0.01
0.01 0.00 0.00
-0.03 -0.02 0.02
0.01 -0.01 -0.29
-0.01 -0.01 -0.03
0.00 0.00 -0.01
0.00 0.01 0.00
0.00 0.02 -0.01
0.03 0.03 0.03
-0.06 -0.14 0.13
0.02 0.11 0.02
-0.01 0.00 -0.02
-0.02 -0.04 0.01
-0.08 -0.08 0.04
0.01 -0.02 -0.02
0.00 0.00 -0.01
0.00 0.01 -0.01
0.01 0.02 0.01
-0.04 -0.05 0.02
0.01 0.11 -0.01
-0.01 -0.03 -0.03
-0.05 -0.09 -0.05
0.03 0.05 -0.04
0.02 0.04 -0.01
-0.05 0.00 -0.01
-0.01 -0.01 0.03
0.02 -0.01 0.09
0.00 -0.02 0.00
0.05 0.01 0.03
0.02 0.01 -0.01
-0.01 -0.01 0.01
-0.01 -0.01 0.00
0.03 0.02 -0.02
0.06 0.06 -0.02
-0.02 0.01 -0.01
-0.01 0.00 0.00
0.00 -0.01 0.00
0.00 -0.02 0.00
0.00 0.03 -0.01
0.03 0.01 0.00
-0.01 -0.02 0.00
-0.01 -0.01 0.00
0.03 0.04 0.00
0.00 0.03 0.02
-0.01 0.01 -0.01
-0.01 0.00 0.00
0.00 -0.01 0.00
0.01 -0.02 0.00

Results
Charge = -1
Orbital gap = 0.2702 Eh
M = 968.43 g mol⁻¹
Calculated total energy = -5539.014218 a.u.

Here is 11 unconnected molecules or ions with the total composition C39H56ClN14O7P from the OMol25 dataset. Energies are from the ωB97M-V functional and the def2-TZVPD basis.

Positions of all 118 atoms, in Å:
H  0.771405  -1.940483  2.896406
N  1.101544  -1.783919  1.943999
C  0.665608  -0.675199  1.516628
C  1.001478  -0.182271  0.129871
C  0.207204  -0.908378  -0.933385
C  -1.008379  -0.437808  -1.395221
C  -1.575380  0.857691  -0.848002
C  -2.955905  0.769154  -0.160404
C  -4.068444  1.590893  -0.817791
Cl  -2.729159  1.465045  1.511086
C  -1.696533  -1.169795  -2.421750
C  -2.968756  -0.646139  -3.032593
O  -4.216269  -1.231524  -2.635792
N  -4.178230  -1.926638  -1.414699
O  -5.246157  -2.001219  -0.955961
C  -1.173841  -2.324345  -2.929233
O  -1.784650  -3.003571  -3.939094
C  -2.781236  -3.950307  -3.550137
C  -2.550784  -5.271450  -4.269745
O  -3.785667  -5.967802  -4.372103
C  -4.145667  -6.709573  -3.224089
C  -5.333910  -6.094302  -2.473802
C  0.069273  -2.825294  -2.462872
N  0.568487  -3.966539  -3.013960
C  1.729018  -4.355657  -2.558959
C  2.336640  -5.603965  -3.139461
P  3.180839  -5.343430  -4.717593
O  2.526938  -6.044338  -5.825220
O  3.185556  -3.754411  -4.970875
O  4.697120  -5.828617  -4.540686
C  2.413976  -3.649639  -1.538381
N  1.953133  -2.557690  -1.004675
C  0.752065  -2.106248  -1.464168
H  0.050736  -0.035269  2.158819
H  0.868358  0.892268  0.057341
H  2.059694  -0.383639  -0.029332
H  -1.613207  1.584536  -1.663793
H  -0.909359  1.287702  -0.118106
H  -3.261644  -0.254446  0.017124
H  -3.621550  2.425053  -1.360050
H  -4.664541  0.987020  -1.498948
H  -4.712043  2.031397  -0.063076
H  -2.897447  -0.829157  -4.105361
H  -3.003947  0.432445  -2.894845
H  -3.767652  -3.582351  -3.837194
H  -2.765559  -4.101170  -2.467546
H  -1.812758  -5.892872  -3.762197
H  -2.230799  -5.066917  -5.289585
H  -3.305825  -6.833981  -2.535257
H  -4.426493  -7.715838  -3.541444
H  -5.029485  -5.638377  -1.530257
H  -6.075340  -6.850558  -2.222049
H  -5.801296  -5.319554  -3.077662
H  1.594144  -6.386258  -3.262601
H  3.084481  -5.962372  -2.429167
H  4.033669  -3.329139  -4.800440
H  5.358139  -5.179478  -4.800987
H  3.361968  -4.008108  -1.172474
C  -2.302078  5.692095  1.840489
C  -1.623023  4.720970  0.993990
N  -1.100499  3.931361  0.347898
H  -3.010888  6.276264  1.254936
H  -2.843343  5.173064  2.629682
H  -1.573540  6.364641  2.289048
C  -2.307899  9.148478  3.983907
C  -3.511694  8.553891  3.415518
N  -4.464468  8.094551  2.972760
H  -2.280161  10.209718  3.758525
H  -2.304425  9.008660  5.063602
H  -1.419487  8.684110  3.562379
C  -1.728125  6.894543  -1.944127
C  -2.652624  7.830859  -1.320130
N  -3.374177  8.563447  -0.812358
H  -1.792850  6.967460  -3.027456
H  -0.710887  7.125655  -1.631204
H  -1.968971  5.876131  -1.646022
C  5.784918  -6.871304  -0.069503
C  5.593796  -5.745281  -0.964146
N  5.424151  -4.813243  -1.610729
H  5.737135  -7.808232  -0.623030
H  6.754995  -6.796773  0.413462
H  4.986722  -6.853505  0.679471
C  3.219630  -3.439547  2.231734
C  3.262390  -4.851084  1.878387
N  3.291759  -5.957685  1.575685
H  2.432501  -3.263474  2.962506
H  4.177148  -3.136503  2.653780
H  3.002266  -2.848306  1.342784
C  7.942573  -4.968368  3.255412
C  7.800926  -6.322734  2.739463
N  7.688530  -7.385861  2.325815
H  7.164080  -4.771613  3.990174
H  8.915955  -4.853045  3.727771
H  7.854813  -4.252183  2.439879
C  -1.129647  2.396992  -4.658168
C  -2.026064  3.418875  -4.135481
N  -2.729965  4.217477  -3.710179
H  -0.948129  2.561824  -5.718283
H  -0.181308  2.436025  -4.124599
H  -1.569675  1.410342  -4.524291
C  -0.672042  13.222347  4.899811
C  -0.167302  12.027670  4.235770
N  0.227372  11.089830  3.707825
H  -1.458635  12.951564  5.601618
H  0.134894  13.711998  5.441031
H  -1.075751  13.911601  4.160925
C  -0.021265  0.707176  5.736064
C  0.567424  -0.572713  5.362251
N  1.029644  -1.577826  5.058881
H  -0.979917  0.538735  6.223695
H  0.637650  1.232006  6.418667
H  -0.173939  1.320924  4.852913
C  3.261663  4.310276  6.116107
C  1.874110  3.928334  5.890537
N  0.781623  3.630589  5.711657
H  3.924904  3.576585  5.662267
H  3.451582  5.285285  5.672054
H  3.461502  4.359876  7.184576

Force components x, y, z for each atom (eV/Å):
0.03 0.02 -0.01
-0.85 0.58 -0.35
0.07 -0.06 0.38
0.29 -0.17 -0.01
-0.29 0.48 0.07
0.23 -0.38 0.10
-0.24 -0.33 -0.45
0.02 0.69 0.18
0.34 0.08 0.00
-0.17 -0.39 0.32
-0.20 0.26 0.47
0.74 -0.14 -0.63
-0.26 0.25 0.23
0.28 0.33 0.08
-0.15 -0.28 -0.15
0.20 -0.32 -0.08
-0.07 0.22 -0.01
-0.03 -0.30 0.05
-0.52 0.06 -0.16
0.36 -0.12 0.07
-0.52 -0.25 0.30
0.18 0.10 0.26
0.04 0.02 -0.04
0.13 0.26 0.37
-0.38 -0.41 -0.35
0.61 0.14 0.73
-0.95 -0.71 -1.37
-0.10 0.06 0.27
0.68 -0.07 0.27
-0.01 0.55 0.36
-0.06 0.24 0.14
-0.10 0.11 -0.11
0.03 -0.21 -0.11
-0.13 0.15 -0.18
-0.03 0.05 0.06
0.00 -0.08 -0.04
-0.16 0.10 0.04
0.15 0.02 -0.10
0.07 -0.10 0.04
-0.06 0.01 -0.10
-0.05 0.01 -0.05
-0.21 -0.19 0.01
-0.18 -0.06 -0.03
-0.38 0.04 0.20
0.00 0.08 -0.01
0.01 0.12 0.05
0.20 0.07 -0.07
0.15 0.00 0.01
0.18 0.10 -0.13
0.07 0.01 -0.22
0.05 0.11 -0.03
-0.08 0.00 -0.08
-0.09 -0.07 -0.11
-0.11 0.06 -0.25
0.03 -0.11 -0.06
-0.14 0.20 0.12
0.16 -0.15 0.08
0.14 -0.11 -0.03
-0.08 0.01 -0.05
-0.04 0.05 0.13
0.22 0.07 -0.26
-0.01 0.03 0.03
-0.01 0.01 0.00
0.01 0.00 0.00
-0.11 -0.08 0.01
0.02 0.05 0.05
-0.06 -0.12 -0.01
0.02 0.01 -0.04
0.02 0.01 0.00
0.03 0.06 -0.01
0.09 -0.01 0.00
0.05 -0.06 -0.02
-0.07 0.10 0.08
-0.05 -0.03 0.00
0.01 -0.01 0.00
0.00 -0.01 -0.06
-0.08 -0.18 -0.12
-0.01 -0.02 0.22
0.12 0.18 -0.28
0.01 0.02 -0.03
-0.10 -0.06 -0.09
0.24 -0.07 -0.13
0.39 -0.27 0.09
0.03 0.15 0.01
-0.14 -0.08 0.05
0.26 -0.12 -0.09
0.06 -0.05 0.03
-0.01 -0.11 0.13
-0.02 0.04 0.02
0.07 0.04 0.12
0.12 -0.12 0.13
0.00 0.01 0.00
0.00 0.01 0.00
0.00 0.00 0.01
0.08 -0.03 0.00
0.04 -0.10 -0.01
-0.09 0.10 0.06
-0.01 0.00 0.00
0.01 -0.02 0.00
0.01 -0.01 -0.01
-0.01 0.02 0.01
0.02 0.11 0.02
0.07 -0.10 -0.02
0.00 0.01 0.00
0.00 0.01 0.01
0.00 0.01 0.00
-0.09 -0.25 0.01
-0.08 0.07 0.01
0.06 -0.09 0.03
-0.01 0.01 -0.01
0.01 0.04 0.01
0.02 0.05 0.01
0.03 0.01 0.00
0.08 0.07 0.00
-0.07 0.12 -0.01
0.01 0.00 0.00
0.01 0.00 0.00
0.01 0.00 0.00

Results
Orbital gap = 0.3108 Eh
SMILES = [H]/N=C/Cc1c(C[C@H](C)Cl)c(CON=O)c(OCCOCC)c2nc(CP(=O)(O)O)cnc12.CC#N.CC#N.CC#N.CC#N.CC#N.CC#N.CC#N.CC#N.CC#N.CC#N
M = 899.39 g mol⁻¹
Calculated total energy = -3614.378323 a.u.